246
Properties=species:S:1:pos:R:3 method="wB97M-V/def2-TZVPD" e_lumo_ev=0.41 homo_lumo_gap_ev=8.53
Br 15.453 18.519 11.308
C 15.338 16.581 11.105
C 16.226 16.118 9.953
Br 15.932 14.188 9.762
H 14.278 16.333 10.873
H 15.729 16.159 12.040
H 17.272 16.190 10.336
H 16.049 16.616 9.019
Br 16.635 24.290 19.009
C 17.884 23.447 17.749
C 17.234 22.456 16.845
Br 16.314 23.284 15.285
H 18.538 22.938 18.421
H 18.270 24.266 17.231
H 16.572 21.752 17.346
H 18.016 21.809 16.427
Br 15.353 22.622 11.785
C 13.512 23.291 11.898
C 12.544 22.127 11.690
Br 10.839 22.877 11.535
H 13.362 23.965 11.068
H 13.304 23.806 12.871
H 12.608 21.428 12.504
H 12.836 21.567 10.780
Br 10.474 12.585 12.139
C 11.086 13.988 13.268
C 12.510 14.339 12.924
Br 12.882 15.967 13.868
H 10.892 13.645 14.284
H 10.462 14.852 13.166
H 12.545 14.542 11.886
H 13.279 13.600 13.182
Br 7.726 17.997 13.545
C 8.778 19.564 13.996
C 9.664 19.368 15.235
Br 9.553 21.083 16.272
H 8.011 20.285 14.197
H 9.389 19.850 13.166
H 10.750 19.213 14.995
H 9.217 18.686 15.939
Br 15.933 15.184 18.023
C 16.486 16.099 19.640
C 16.045 15.551 20.943
Br 14.132 15.378 21.133
H 15.857 16.970 19.546
H 17.580 16.293 19.593
H 16.512 16.264 21.662
H 16.505 14.609 21.220
C 13.443 20.170 14.449
C 14.018 20.121 15.895
N 14.480 18.755 16.258
C 15.484 18.152 15.407
C 16.760 19.052 15.325
C 13.351 17.874 16.657
C 12.705 18.334 17.928
H 14.215 20.246 13.676
H 12.810 21.026 14.284
H 12.907 19.281 14.188
H 14.819 20.849 15.925
H 13.303 20.536 16.632
H 15.624 17.159 15.727
H 15.080 18.064 14.391
H 17.672 18.487 15.113
H 16.772 19.899 14.630
H 16.996 19.394 16.374
H 13.728 16.867 16.904
H 12.606 17.715 15.873
H 12.261 19.353 17.737
H 13.572 18.414 18.665
H 11.903 17.683 18.301
C 21.029 14.562 12.675
C 19.923 14.476 11.625
N 19.079 15.670 11.526
C 19.742 16.873 10.944
C 20.493 16.563 9.659
C 18.531 16.049 12.853
C 17.738 14.958 13.564
H 20.610 14.713 13.670
H 21.792 15.338 12.508
H 21.499 13.595 12.661
H 20.273 14.333 10.602
H 19.231 13.679 11.875
H 18.931 17.636 10.760
H 20.361 17.345 11.691
H 20.735 17.459 9.138
H 21.360 15.950 9.755
H 19.924 15.928 9.009
H 17.915 16.887 12.714
H 19.314 16.284 13.618
H 17.056 14.437 12.850
H 17.006 15.413 14.289
H 18.443 14.304 14.031
C 16.246 20.188 19.462
C 17.708 19.731 19.223
N 18.738 20.699 19.651
C 20.062 20.434 19.137
C 20.328 20.745 17.639
C 18.625 20.917 21.098
C 19.098 22.289 21.654
H 15.661 19.774 20.277
H 15.751 19.821 18.595
H 16.101 21.316 19.509
H 17.925 18.786 19.709
H 17.752 19.533 18.111
H 20.871 20.888 19.686
H 20.378 19.397 19.231
H 21.341 20.472 17.432
H 19.617 20.245 16.978
H 20.365 21.815 17.437
H 19.132 20.101 21.663
H 17.574 20.726 21.376
H 20.077 22.610 21.271
H 19.326 22.221 22.724
H 18.391 23.100 21.437
C 8.988 22.176 19.833
C 10.294 21.738 20.426
N 10.182 20.664 21.420
C 11.483 20.433 22.108
C 12.660 19.758 21.348
C 9.745 19.362 20.870
C 9.528 18.201 21.812
H 8.309 22.401 20.680
H 8.578 21.429 19.188
H 9.164 23.073 19.255
H 10.994 21.573 19.581
H 10.819 22.585 20.922
H 11.702 21.426 22.462
H 11.306 19.790 22.998
H 13.150 20.364 20.535
H 13.436 19.470 22.063
H 12.367 18.831 20.868
H 10.434 19.058 20.046
H 8.815 19.636 20.371
H 10.364 17.812 22.376
H 9.104 17.354 21.245
H 8.698 18.449 22.499
C 19.174 16.825 16.600
C 20.261 16.737 17.684
N 19.801 15.887 18.795
C 20.020 14.460 18.519
C 19.093 13.518 19.307
C 20.260 16.264 20.136
C 21.748 16.144 20.385
H 19.665 17.195 15.729
H 18.383 17.464 16.997
H 18.763 15.872 16.394
H 21.213 16.375 17.284
H 20.514 17.685 18.102
H 19.737 14.351 17.469
H 21.051 14.089 18.597
H 19.158 13.744 20.373
H 18.055 13.659 19.014
H 19.276 12.451 19.211
H 19.713 15.621 20.873
H 19.866 17.267 20.335
H 22.293 15.355 19.796
H 21.907 15.890 21.439
H 22.315 17.114 20.228
C 12.335 14.832 8.540
C 10.948 15.534 8.557
N 10.604 16.116 9.854
C 9.125 16.358 9.895
C 8.444 15.083 10.506
C 11.414 17.294 10.095
C 11.111 18.056 11.439
H 12.515 14.511 7.494
H 12.367 14.025 9.276
H 13.086 15.524 8.892
H 10.737 16.272 7.746
H 10.172 14.773 8.345
H 8.961 17.200 10.525
H 8.654 16.601 8.963
H 9.112 14.595 11.224
H 7.587 15.446 11.161
H 8.099 14.439 9.696
H 11.441 18.090 9.303
H 12.467 17.007 10.228
H 10.743 17.255 12.168
H 10.336 18.778 11.357
H 12.093 18.409 11.761
C 18.649 20.523 9.500
C 18.920 21.552 10.606
N 19.810 21.100 11.688
C 20.374 22.279 12.344
C 19.379 23.209 13.031
C 19.214 20.181 12.698
C 20.207 19.754 13.830
H 17.969 19.686 9.827
H 19.606 20.157 9.172
H 18.202 21.078 8.681
H 19.363 22.442 10.114
H 17.937 21.934 11.041
H 21.175 21.995 13.047
H 20.877 22.920 11.637
H 18.728 22.813 13.808
H 19.982 24.007 13.512
H 18.753 23.764 12.336
H 18.910 19.284 12.171
H 18.318 20.605 13.174
H 19.771 18.842 14.210
H 20.292 20.492 14.616
H 21.226 19.562 13.446
C 10.102 26.745 16.604
C 10.284 25.724 17.723
N 11.577 25.100 17.929
C 12.050 24.371 16.696
C 12.733 23.131 17.124
C 12.680 25.965 18.414
C 12.596 26.370 19.899
H 9.058 26.946 16.574
H 10.386 26.463 15.561
H 10.581 27.695 16.759
H 10.074 26.247 18.639
H 9.502 24.974 17.675
H 11.133 24.138 16.097
H 12.705 24.974 16.082
H 11.959 22.472 17.551
H 13.219 22.689 16.250
H 13.554 23.275 17.879
H 12.691 26.861 17.758
H 13.617 25.393 18.267
H 12.723 25.476 20.526
H 11.679 26.809 20.199
H 13.396 27.051 20.102
C 10.535 14.974 17.713
C 11.576 13.891 18.090
N 11.529 12.742 17.178
C 10.613 11.698 17.648
C 9.909 10.939 16.543
C 12.886 12.284 16.923
C 13.719 11.974 18.189
H 10.593 15.288 16.687
H 10.702 15.859 18.304
H 9.517 14.541 17.854
H 12.558 14.367 18.039
H 11.426 13.539 19.144
H 11.155 10.991 18.289
H 9.814 12.262 18.223
H 10.630 10.623 15.778
H 9.453 10.030 16.901
H 9.183 11.613 16.074
H 13.467 12.976 16.391
H 12.944 11.423 16.277
H 13.417 11.132 18.756
H 13.757 12.813 18.879
H 14.754 11.794 17.915